1.
Entry from OMol25: C30H44N2O34S7 as an isolated structure in a non-equilibrium geometry (ωB97M-V/def2-TZVPD).

Properties
- spin multiplicity = 1
- HOMO (Ha) = -0.3610
- F_max (eV Å⁻¹) = 3.23
- net charge = 0

Structure (XYZ):
```
117
Properties=species:S:1:pos:R:3:forces:R:3
C -1.800 0.690 -2.784 -0.127 0.522 -0.271
C -2.410 0.097 -4.060 -0.345 -1.254 0.341
O -2.442 1.116 -5.056 0.029 0.351 -0.256
S -2.020 2.521 -4.442 0.498 -0.395 1.521
O -3.132 3.188 -3.868 -0.481 0.002 -0.346
O -1.113 3.196 -5.281 0.110 0.165 -0.713
O -1.168 1.901 -3.234 0.172 -0.023 -0.227
H -1.025 0.058 -2.369 -0.048 0.008 0.023
H -2.557 0.956 -2.045 0.022 -0.132 0.072
H -3.407 -0.315 -3.891 -0.110 0.542 0.041
H -1.839 -0.768 -4.400 0.328 0.460 -0.373
C -3.814 5.979 0.197 0.285 0.333 -0.850
C -2.807 5.214 1.048 -0.972 0.126 -0.012
O -3.639 4.550 2.020 0.026 -0.206 0.401
S -5.109 4.271 1.501 0.624 0.656 -0.451
O -6.014 4.857 2.408 -0.578 0.312 0.609
O -5.271 2.923 1.118 0.058 -0.576 -0.222
O -4.992 5.173 0.188 -0.219 -0.186 0.039
H -3.495 6.077 -0.841 0.082 -0.244 0.033
H -4.020 7.002 0.520 -0.212 -0.224 0.510
H -2.187 5.900 1.606 0.432 -0.251 -0.113
H -2.299 4.452 0.465 0.412 0.151 0.121
C -5.124 -1.789 1.732 -0.552 0.761 -0.488
C -4.243 -0.692 1.104 0.366 -0.551 0.280
O -5.095 0.080 0.265 -0.271 0.311 -0.441
S -6.604 -0.429 0.301 0.923 -1.392 0.747
O -6.810 -1.445 -0.672 0.015 0.042 -0.736
O -7.497 0.639 0.426 -0.485 0.800 0.085
O -6.437 -1.201 1.684 -0.427 0.286 0.374
H -4.938 -1.927 2.790 0.274 -0.404 -0.087
H -5.139 -2.684 1.112 0.179 -0.229 0.321
H -3.451 -1.121 0.492 0.021 -0.029 0.017
H -3.804 -0.065 1.880 -0.129 0.305 -0.189
C 1.006 0.410 5.203 -0.837 0.495 -0.712
C 1.344 1.553 4.225 -0.368 0.871 -0.105
O 2.720 1.387 3.892 1.047 -0.013 -0.690
S 3.440 0.299 4.815 -2.912 1.175 0.738
O 3.761 0.936 6.036 0.668 0.070 0.453
O 4.328 -0.494 4.093 1.026 -0.680 -0.883
O 2.072 -0.506 5.020 0.470 -0.774 0.710
H 0.101 -0.119 4.913 0.043 0.002 -0.122
H 0.832 0.798 6.206 0.685 -0.328 0.233
H 1.221 2.569 4.602 -0.010 -0.210 0.483
H 0.763 1.562 3.303 0.145 -0.468 -0.061
C -4.693 -3.374 -4.438 0.300 0.963 -0.594
C -5.623 -2.850 -3.370 -0.783 -2.662 -0.657
O -4.775 -2.059 -2.550 0.529 -0.291 -0.275
S -3.472 -2.988 -2.325 0.038 0.930 0.019
O -3.660 -3.745 -1.141 -0.007 -0.514 -0.053
O -2.308 -2.182 -2.448 0.066 0.176 0.265
O -3.585 -3.870 -3.641 -0.162 0.008 0.263
H -4.348 -2.544 -5.066 0.239 -0.141 0.041
H -5.031 -4.166 -5.097 -0.239 -0.204 0.349
H -5.890 -3.789 -2.858 -0.246 0.474 0.575
H -6.571 -2.482 -3.745 0.335 1.177 0.303
C 6.639 -6.091 2.547 -0.319 1.028 0.178
C 6.638 -5.737 1.055 0.544 -0.382 0.648
O 5.461 -4.956 0.908 -0.170 0.127 -0.403
S 5.471 -3.913 2.116 -0.115 -0.356 0.278
O 4.133 -3.548 2.380 -0.427 -0.116 0.122
O 6.449 -2.918 1.898 0.452 0.200 -0.104
O 5.986 -4.958 3.207 0.049 0.394 -0.438
H 7.662 -6.104 2.908 -0.080 -0.587 0.292
H 5.975 -6.902 2.821 0.518 -0.558 -0.151
H 6.631 -6.631 0.440 -0.372 0.150 -0.227
H 7.521 -5.138 0.832 -0.084 0.054 -0.200
C 3.491 5.704 1.593 -0.141 -0.088 -0.207
C 2.892 7.036 2.010 0.578 0.193 -0.175
O 1.636 6.685 2.594 -0.418 0.161 -0.467
S 0.989 5.466 1.784 0.757 -0.388 0.385
O 0.083 5.846 0.771 -0.186 0.638 -0.376
O 0.567 4.539 2.766 -0.155 -0.434 0.371
O 2.331 5.020 1.072 0.110 -0.227 0.032
H 3.949 5.121 2.390 -0.157 0.029 0.112
H 4.171 5.786 0.749 0.118 0.084 0.089
H 2.788 7.639 1.104 -0.395 0.150 0.169
H 3.438 7.601 2.758 0.115 -0.140 0.031
C -0.172 -5.861 0.188 -0.180 0.538 -0.451
C 1.139 -5.797 0.621 0.372 0.248 0.723
C 2.142 -5.231 -0.156 -0.128 -0.746 -0.388
C 1.804 -4.842 -1.434 0.300 0.543 0.215
C 0.507 -4.870 -1.907 0.107 -0.637 -0.332
C -0.475 -5.402 -1.094 -0.207 0.075 0.041
N 2.859 -4.268 -2.286 -0.219 0.120 -0.355
O 2.517 -3.385 -3.053 0.192 -0.194 0.101
O 3.982 -4.718 -2.185 -0.086 0.095 0.117
H -0.983 -6.149 0.843 0.136 -0.339 0.028
H 1.417 -6.090 1.627 -0.199 -0.113 0.004
H 3.161 -5.159 0.198 -0.041 0.053 -0.037
H 0.287 -4.623 -2.935 0.048 0.355 0.071
H -1.482 -5.423 -1.489 -0.076 -0.129 0.229
C 0.781 -2.369 1.184 0.390 0.456 -0.479
C 1.769 -1.460 1.550 -0.486 -0.408 0.415
C 1.615 -0.105 1.303 0.409 -0.283 0.637
C 0.472 0.325 0.658 0.317 -0.514 -0.409
C -0.477 -0.578 0.226 -1.317 -0.108 0.251
C -0.357 -1.923 0.507 1.415 -0.765 -0.289
N 0.268 1.742 0.414 -0.333 0.478 1.538
O 1.238 2.471 0.442 0.190 -0.019 -0.441
O -0.884 2.138 0.398 -0.136 -0.023 -0.653
H 0.995 -3.415 1.334 -0.342 -0.046 0.135
H 2.624 -1.826 2.104 0.082 0.178 -0.120
H 2.355 0.523 1.776 -0.071 0.513 -0.587
H -1.418 -0.271 -0.213 0.339 0.405 -0.259
H -0.959 -2.677 0.015 -0.585 0.244 0.307
O 5.100 4.444 -2.962 0.061 0.264 -0.038
C 4.014 3.944 -2.990 0.220 -0.148 0.391
O 3.186 4.054 -4.051 0.290 -0.529 -0.410
C 2.159 3.043 -4.016 -0.158 0.138 1.235
C 2.291 2.340 -2.646 0.564 -0.354 0.034
C 3.332 3.164 -1.887 -0.990 0.382 -0.347
H 2.307 2.269 -4.762 -0.025 0.542 -0.599
H 1.218 3.576 -4.098 -0.142 -0.236 -0.371
H 2.705 1.343 -2.808 -0.225 -0.101 0.057
H 1.340 2.252 -2.132 -0.015 0.025 -0.007
H 4.002 2.614 -1.237 0.135 -0.010 -0.116
H 2.789 3.906 -1.292 0.242 0.028 0.169
```
Forces are in eV/Å.

Atomic partial charges in e from the Löwdin method, atoms 1 to 99: C -0.16; C -0.17; O -0.17; S 0.59; O -0.21; O -0.21; O -0.20; H 0.11; H 0.13; H 0.11; H 0.12; C -0.15; C -0.14; O -0.19; S 0.58; O -0.21; O -0.22; O -0.18; H 0.14; H 0.13; H 0.12; H 0.12; C -0.13; C -0.15; O -0.19; S 0.58; O -0.23; O -0.18; O -0.19; H 0.13; H 0.12; H 0.10; H 0.14; C -0.15; C -0.15; O -0.22; S 0.58; O -0.20; O -0.18; O -0.19; H 0.13; H 0.13; H 0.13; H 0.11; C -0.14; C -0.19; O -0.18; S 0.59; O -0.21; O -0.22; O -0.18; H 0.13; H 0.14; H 0.14; H 0.15; C -0.11; C -0.17; O -0.20; S 0.58; O -0.22; O -0.19; O -0.19; H 0.13; H 0.13; H 0.14; H 0.13; C -0.12; C -0.16; O -0.18; S 0.57; O -0.21; O -0.22; O -0.22; H 0.14; H 0.14; H 0.14; H 0.14; C -0.06; C -0.08; C -0.01; C -0.15; C 0.00; C -0.07; N -0.35; O 0.08; O 0.09; H 0.11; H 0.12; H 0.10; H 0.13; H 0.10; C -0.03; C -0.03; C 0.01; C -0.15; C -0.02; C -0.04; N -0.32; O 0.08


2.
Entry from OMol25: C30H44N5O3S2W as an isolated structure (ωB97M-V/def2-TZVPD).

Properties
- spin multiplicity = 3
- HOMO (alpha / beta) (Ha) = -0.5874 / -0.5910
- energy above the lowest of the compared OMol25 structures with the same formula, charge and spin (eV) = 0.000
- F_max (eV Å⁻¹) = 0.17
- net charge = +3

Structure (XYZ):
```
85
Properties=species:S:1:pos:R:3:forces:R:3
W 0.535 -0.059 -1.441 -0.165 -0.027 0.019
C -0.570 -4.495 -0.551 -0.033 0.013 -0.011
N -1.691 -3.546 -0.696 0.000 0.022 -0.023
C -3.053 -4.072 -0.529 0.042 0.012 0.034
C -1.434 -2.310 -0.995 0.047 -0.043 0.038
O -0.222 -1.925 -1.148 -0.070 -0.073 -0.032
C -2.535 -1.285 -1.171 -0.053 0.005 0.027
O -1.937 -0.015 -1.435 0.077 -0.054 -0.010
C -2.414 0.680 -2.589 -0.026 0.042 -0.011
C -1.394 0.532 -3.708 0.007 0.011 0.030
O -0.222 0.149 -3.375 0.065 -0.040 -0.057
N -1.715 0.821 -4.934 -0.009 0.004 -0.009
C -0.746 0.709 -6.035 -0.015 -0.007 0.024
C -3.067 1.288 -5.292 0.037 -0.011 0.002
H -0.985 -5.481 -0.369 0.005 -0.003 -0.003
H 0.053 -4.195 0.290 0.007 -0.006 0.001
H 0.025 -4.510 -1.460 0.008 -0.007 0.004
H -3.062 -4.723 0.342 -0.008 -0.001 0.002
H -3.335 -4.647 -1.410 -0.009 -0.004 0.005
H -3.767 -3.272 -0.360 -0.014 -0.007 -0.029
H -3.133 -1.205 -0.261 0.000 -0.004 0.000
H -3.189 -1.592 -1.990 0.004 0.017 0.000
H -2.506 1.736 -2.323 0.003 -0.006 0.003
H -3.400 0.320 -2.879 0.005 -0.003 0.002
H 0.168 0.251 -5.677 0.000 -0.003 -0.010
H -0.542 1.703 -6.428 0.006 -0.002 -0.005
H -1.186 0.095 -6.819 0.003 0.001 -0.004
H -3.403 2.069 -4.613 -0.016 -0.006 0.002
H -3.771 0.456 -5.301 -0.010 0.001 -0.006
H -3.020 1.709 -6.292 0.000 0.009 0.004
C -2.610 -1.000 5.183 0.007 -0.004 0.017
C -2.363 -0.822 3.684 0.019 0.007 -0.001
C -2.940 0.534 3.260 -0.035 0.023 -0.005
C -3.093 -1.948 2.935 -0.011 -0.013 -0.011
C -0.878 -0.906 3.324 0.004 0.004 0.007
C 0.087 -1.346 4.248 -0.014 -0.012 -0.028
C 1.418 -1.508 3.916 -0.007 0.004 0.000
C 1.805 -1.220 2.612 -0.027 0.004 0.043
S 3.366 -1.392 1.866 0.029 0.003 -0.019
C 2.717 -0.838 0.392 -0.066 0.029 -0.045
N 1.432 -0.522 0.429 0.054 0.016 0.095
C 0.874 -0.751 1.686 0.003 -0.008 -0.019
C -0.462 -0.589 2.037 -0.018 0.004 0.008
C 3.386 -0.707 -0.894 0.073 0.050 -0.018
C 4.740 -0.912 -1.104 -0.019 -0.031 -0.020
C 5.258 -0.735 -2.383 0.006 0.005 -0.002
C 4.432 -0.357 -3.434 -0.013 0.005 -0.008
C 3.073 -0.151 -3.223 0.036 -0.024 0.014
C 2.520 -0.317 -1.949 0.041 0.015 -0.035
H -3.674 -0.884 5.390 -0.001 0.002 -0.002
H -2.076 -0.252 5.771 -0.005 0.005 0.004
H -2.322 -1.991 5.534 0.005 -0.001 -0.006
H -3.998 0.582 3.519 0.003 -0.006 0.005
H -2.862 0.709 2.183 0.010 -0.007 0.000
H -2.433 1.351 3.775 0.005 -0.003 0.005
H -4.160 -1.926 3.160 0.000 0.010 0.004
H -2.707 -2.928 3.221 0.008 0.002 0.005
H -2.971 -1.837 1.852 0.000 0.000 -0.019
H -0.215 -1.579 5.258 0.003 -0.003 0.008
H 2.129 -1.861 4.650 0.005 -0.003 -0.002
H -1.168 -0.206 1.306 0.013 -0.011 -0.010
H 5.395 -1.213 -0.295 -0.010 -0.006 0.011
H 6.313 -0.897 -2.560 0.003 -0.002 0.000
H 4.851 -0.225 -4.423 -0.001 0.001 -0.004
H 2.445 0.142 -4.056 -0.003 0.004 0.001
C 4.463 2.493 1.642 0.002 0.019 -0.001
C 4.118 3.109 0.295 -0.006 0.010 0.008
N 2.905 2.532 -0.308 0.015 -0.003 -0.053
C 1.671 2.866 0.011 -0.036 0.011 0.018
S 0.320 2.219 -0.950 0.032 0.129 0.046
N 1.411 3.751 0.948 0.006 -0.031 0.005
C 0.084 4.190 1.420 0.030 -0.002 -0.038
C -0.444 3.299 2.527 -0.018 0.006 0.022
H 5.337 2.991 2.058 0.002 -0.001 0.000
H 4.698 1.435 1.533 -0.004 -0.020 0.000
H 3.650 2.588 2.364 0.001 -0.008 0.002
H 4.919 2.946 -0.423 0.004 -0.011 0.005
H 3.990 4.192 0.361 -0.008 -0.004 0.001
H 3.011 1.891 -1.082 0.005 -0.001 0.013
H 2.206 4.144 1.435 0.000 0.007 0.006
H -0.589 4.217 0.566 -0.005 0.002 0.005
H 0.212 5.217 1.757 -0.009 0.000 0.016
H -0.566 2.272 2.178 -0.007 -0.002 -0.007
H -1.415 3.669 2.857 -0.001 -0.007 0.004
H 0.223 3.295 3.389 0.010 0.015 -0.011
```
Forces are in eV/Å.

Listed below, in e, are the Löwdin charges computed for each atom: W 1.50; C 0.04; N -0.08; C 0.03; C -0.35; O -0.12; C -0.06; O -0.23; C -0.07; C -0.36; O -0.15; N -0.08; C 0.04; C 0.02; H 0.11; H 0.11; H 0.11; H 0.11; H 0.12; H 0.09; H 0.14; H 0.16; H 0.15; H 0.14; H 0.09; H 0.12; H 0.12; H 0.11; H 0.12; H 0.11; C -0.05; C -0.55; C -0.04; C -0.03; C -0.14; C 0.02; C -0.03; C -0.42; S 1.21; C -0.53; N -0.10; C -0.28; C 0.01; C -0.26; C -0.01; C -0.01; C -0.03; C -0.07; C -0.28; H 0.10; H 0.10; H 0.09; H 0.10; H 0.07; H 0.09; H 0.10; H 0.10; H 0.05; H 0.12; H 0.13; H 0.10; H 0.12; H 0.13; H 0.13; H 0.10; C -0.05; C -0.18; N 0.04; C -0.63; S 0.75; N 0.06; C -0.21; C -0.06; H 0.10; H 0.06; H 0.08; H 0.13; H 0.13; H 0.10; H 0.15; H 0.09; H 0.14; H 0.05; H 0.09; H 0.09


Total energy per entry: -6624.18057 -2531.75219 hartree